1.
A cluster of 11 separate species, C38H51BrF10N2O32P in total in a non-equilibrium geometry, computed with the ωB97M-V functional and the def2-TZVPD basis.

Structure (XYZ):
```
135
C38H51BrF10N2O32P (the ωB97M-V functional and the def2-TZVPD basis)
H -3.3498 2.1186 -0.9672
H -0.6874 5.7232 2.9908
C -1.4755 2.4418 1.4943
C -2.9666 -2.1319 4.9764
O 1.4157 -1.3011 -11.2688
C -2.2022 -3.7855 0.4365
O 2.1017 -6.5438 2.8610
H -2.2687 -3.9739 -0.6357
H 3.0025 2.8232 -4.0020
H -2.8175 0.7696 1.8501
C 1.5042 7.9359 2.6897
C 2.4279 0.1140 -2.6529
O 1.9453 -6.0458 5.0484
C 5.3851 6.1704 4.4150
F 4.1725 -0.3205 7.8368
C -6.0992 -1.6529 0.0267
H 1.8907 -1.9332 -2.9935
C 2.0332 2.3011 -4.0268
O -1.1291 3.4444 2.4301
H -2.6669 0.6367 -0.7299
H -4.9635 -0.6931 6.3011
O -0.7636 0.0728 -3.0441
O -0.0767 -0.1886 6.5748
H 3.8126 2.4459 -1.9909
H 2.8142 -4.3586 5.8489
H 4.3985 6.4674 4.0607
C 1.8937 -1.6866 -10.0580
H 4.9715 7.0722 6.3438
C 2.7758 2.4036 -1.6451
H 0.1639 0.7496 -9.1333
C 1.3142 -5.6864 -7.2732
O -0.0282 -3.8740 -4.7838
H 2.0834 1.6171 -4.8788
C -2.8337 1.1338 -2.6972
C -5.9172 -1.9614 -2.1876
H 6.5974 6.3793 6.1988
C 0.9244 -4.0244 4.7873
H -0.1286 -4.2128 4.9832
O -0.2037 -3.9980 -7.0193
C 0.9629 0.3306 -9.7421
H -5.2119 -1.2346 -2.5924
H 2.0736 -1.1530 -5.2805
C 1.8025 -5.7935 3.7231
O 5.5823 4.7883 4.1593
F 1.9988 4.7278 3.5045
C 0.0759 -0.9434 -2.4334
O -6.6954 -1.3502 -1.1605
H 1.3280 -3.8384 -8.4074
C 0.6284 -4.5867 -8.0319
C 1.4344 -0.9481 -3.1826
O 1.5741 -0.7881 -9.0925
C 1.9008 1.5701 -2.6432
H 0.2691 -0.7153 -1.3617
H 1.2340 3.0463 -4.1053
O -5.0635 -2.5287 -0.1499
H 0.4953 5.5207 1.6855
C -1.0665 -1.9133 0.7130
O -2.4416 1.9755 3.5099
P -2.5550 -0.7703 -4.6565
H 2.5759 1.1816 9.0394
C -2.7012 1.8204 2.1116
H 2.3534 3.4228 -1.6479
H 0.4006 -1.6527 -4.9925
O -2.8676 -2.4995 6.2777
O -0.1486 -2.8984 0.8357
O -4.2224 -0.8891 -4.7372
N -2.1361 -0.1934 -2.9573
O -6.4322 -1.2180 1.0682
C -5.2250 -3.0699 -1.4475
F -3.9856 -3.3166 -1.9818
H -6.5508 -2.3244 -2.9946
H 1.1031 -2.9518 4.8256
H -2.0473 -0.8800 7.2553
C -3.9023 -0.4778 6.1610
N -3.3001 1.1758 -1.3108
H -3.6178 1.3509 -3.4331
C -3.0277 -1.3145 7.0447
C 0.4601 -0.2835 -11.0190
C 5.1821 4.1355 5.2769
F 6.3391 6.8773 3.7602
H -3.6180 2.3550 1.8491
C 1.1687 -0.8904 -4.7145
O 4.9485 2.9752 5.3168
C 3.1944 0.3212 7.1509
Br -2.0289 0.9257 -6.0676
H -0.3853 -4.9592 0.5505
H -5.7911 -4.0015 -1.3885
H 0.7861 0.0689 -5.0769
O 2.2586 6.9533 3.2687
H 0.7621 -6.6285 -7.2407
C 1.3584 5.9213 3.6228
C 1.8233 -4.7970 5.7106
O -3.4992 -0.9001 4.8518
H -0.6370 1.7525 1.3725
H -0.5353 -0.7284 -10.9453
O -1.2232 3.4569 4.6748
H 2.6602 2.0324 -0.6189
O 5.0640 4.9834 6.3297
H 3.5813 0.6529 6.1852
C -0.8716 -4.1209 1.0446
C 0.9803 0.1775 6.9696
H -3.7374 0.5890 6.2971
O 1.2169 1.4036 7.4915
H -2.3997 -0.8861 -2.2409
H 3.0385 2.3781 7.8133
H 1.7134 1.1026 -9.9220
O 1.2756 -4.5598 3.5081
H 1.0313 6.0595 4.6555
H -0.4131 -1.9354 -2.4572
C -1.5702 3.0035 3.6428
H -0.9356 -4.3324 2.1102
O -2.3240 -2.3920 0.6849
O 1.4035 -5.1423 -5.9624
C 2.5675 1.4102 7.9718
C 0.2704 6.0594 2.6080
H -2.0611 1.9100 -2.8219
C 0.3552 -4.2970 -5.8249
F 0.4821 0.6041 -12.0400
H -4.4336 -0.7899 -5.6733
O -0.7961 -0.7519 0.6247
H 0.0321 -4.9588 -8.8627
F -3.6477 -1.6216 8.2106
H 3.3293 0.0777 -3.2830
F -3.2059 -4.4282 1.0719
H 0.8670 1.6826 -2.2843
H 2.7013 -0.1420 -1.6170
F 2.5605 -5.9121 -7.7425
O 2.5051 -2.6808 -9.8659
F -1.7692 3.0265 0.2918
F 1.2441 -4.9935 6.9194
O 0.2708 7.4689 2.3537
O 1.8719 9.0416 2.5139
C 5.5526 6.2643 5.9040
O -2.6209 -2.8026 4.0632
O 2.1097 -0.5765 6.9456
```

As for the multiplicity: 1. The orbital gap is 9.3 eV. The charge is +1. The HOMO energy is -12.86 eV.

=====

2.
A cluster of 3 separate species, C3H7NO2 in total in a non-equilibrium geometry, computed with the ωB97M-V functional and the def2-TZVPD basis.

Structure (XYZ):
```
13
C3H7NO2 (the ωB97M-V functional and the def2-TZVPD basis)
H 1.8619 -0.0311 -0.4547
H 0.8130 -1.2424 -1.4238
O 0.0637 2.0641 -0.3026
O -1.6524 0.5579 0.1879
H 1.9297 -2.0741 0.2302
C 0.4715 -1.1733 0.6442
N -0.2346 -1.4616 1.5650
H 0.3985 2.0230 0.6019
C -0.5110 0.8222 -0.6168
H -2.2827 1.2935 0.1221
H -1.1080 -0.9257 1.6260
H -0.7853 0.8713 -1.6749
C 1.0358 -0.7237 -0.5044
```

As for the multiplicity: 1. The orbital gap is 7.4 eV. The value obtained for the energy above the lowest of the compared OMol25 structures with the same formula, charge and spin is 729.3 kJ/mol. The HOMO energy is -6.77 eV.

=====

3.
A structure of composition C25H28F5FeO3 in a non-equilibrium geometry, computed with the ωB97M-V functional and the def2-TZVPD basis.

Structure (XYZ):
```
62
C25H28F5FeO3 (the ωB97M-V functional and the def2-TZVPD basis)
H -1.4130 -1.0484 -2.7299
H -0.2946 4.8361 -1.9942
O -1.1949 2.2148 -2.9704
C -0.3542 -0.7510 -2.9034
H -1.9683 0.9059 -0.1530
F 2.6295 -6.0784 3.4879
C 1.8868 -3.9907 2.6189
C 1.8516 -4.3697 4.9755
O 1.1667 -1.9271 1.7514
H -2.0128 -0.4962 3.9833
H 0.8663 -1.0385 -4.6575
C -0.4834 4.2763 -2.9282
F 2.1004 -5.1709 6.0193
H -3.2908 2.8880 -1.2592
C 2.5515 0.6647 1.2198
C 1.3745 -3.0774 5.1941
H -0.4698 -2.1912 -4.5508
H 3.5272 0.4053 0.8324
C 1.2006 -2.6015 -3.1753
C -1.7954 0.2651 0.7161
F 1.1343 -2.6464 6.4443
C 1.1997 -2.0908 -1.7101
H 2.2091 -2.6627 -3.6135
H 0.5494 2.4730 -3.9307
H -0.3315 0.2884 -3.2679
F 0.7762 -0.9660 4.3654
H 0.7423 -2.8632 -1.0567
C -1.8284 -0.4610 2.9157
H 0.7887 -3.6169 -3.1804
H -1.7650 3.3451 -0.5815
Fe 0.3324 -0.5193 0.9335
H -2.0474 1.6822 2.4930
H -2.8462 4.6530 -1.2448
C -1.6391 -1.6087 2.0982
C 1.3885 -2.6680 2.8065
C 0.1173 2.8800 -2.9993
C -2.4701 3.6191 -1.3859
C -1.8347 3.5254 -2.7847
H -3.3110 4.7712 -3.7027
C 1.5466 1.4078 0.4844
C 0.6536 1.9719 1.4677
H -0.0452 2.7778 1.2774
F 2.1388 -4.3959 1.3469
C 2.1701 0.6582 2.5950
H 0.6765 1.8690 3.7140
C -1.8764 0.6773 2.0940
H -2.4384 3.7148 -4.8821
C 1.1742 -2.2425 4.1318
H -2.0983 -1.8344 -0.1376
C -1.8039 -1.1975 0.7171
H -0.3599 4.8524 -3.8725
H 2.7210 0.1684 3.3871
C 2.1199 -4.8350 3.6853
O 0.3613 -0.8797 -1.5915
H 2.2186 -1.8785 -1.3272
C 1.0514 1.5091 2.7502
H -3.5988 2.9706 -3.7824
H 1.5964 1.6473 -0.5661
H -1.5677 -2.6283 2.4654
C 0.2927 -1.6580 -3.9616
H 0.8815 2.6935 -2.2043
C -2.8565 3.7823 -3.8660
```

As for the multiplicity: 5. The orbital gap (alpha / beta) is 5.8 / 5.7 eV. The charge is -1. The value obtained for the energy above the lowest of the compared OMol25 structures with the same formula, charge and spin is 32.2 kJ/mol. The HOMO energy (alpha / beta) is -3.30 / -3.22 eV.

=====

4.
A cluster of 9 separate species, C31H60N5O12 in total, computed with the ωB97M-V functional and the def2-TZVPD basis.

Structure (XYZ):
```
108
C31H60N5O12 (the ωB97M-V functional and the def2-TZVPD basis)
H 1.1773 2.3193 2.2457
N 0.1301 0.7022 -2.0005
H 6.3678 -0.3277 5.2571
H -1.8917 -6.1660 1.1667
H -2.7318 -7.3715 0.1643
N -0.4365 0.1784 0.2811
H -8.7431 -1.9959 1.4147
H -4.0672 3.3851 4.2570
H 7.0689 -3.6049 9.3369
C 1.1745 2.9252 1.3353
H -2.1770 1.8433 2.3091
C 6.1701 -4.1658 9.5793
H 5.9193 -4.0173 10.6309
H 2.2523 -0.7680 4.2368
H -1.1988 3.7913 -4.7114
C 0.1677 4.9860 -8.2260
H -1.4029 4.8843 -3.3171
H -1.8848 -2.6529 0.4218
C -5.3132 3.8898 2.6000
H 3.0689 -1.1277 -4.6920
O 2.9886 -3.7302 -3.0318
H 6.3522 -5.2312 9.4287
C -1.9510 -6.6096 0.1761
O 2.5665 1.1456 0.6276
H 4.7764 -3.0428 -5.4558
C 1.5469 3.3130 -4.2847
C 3.7006 -4.3896 8.9170
H 4.7610 -1.0722 -0.1599
C -7.9746 -0.6915 -0.9760
C 1.2718 4.3974 -9.0673
C -8.0211 -0.2184 0.4564
C -5.0770 3.1735 3.9107
C 5.0299 -3.7072 8.7064
C -1.7114 1.0672 1.7168
H -5.2042 2.0974 3.7754
H 0.0511 2.7338 -0.5084
H 1.1187 2.5475 -4.9349
N -1.0649 -2.0689 0.5212
C -6.6705 3.7191 1.9772
H 2.2738 2.8573 -0.5200
H -1.4533 4.9078 -9.6245
H -6.8680 2.6671 1.7691
O 0.1978 4.9422 -7.0156
H -6.9879 -1.8332 1.4204
H -2.5900 -5.1487 -2.9200
C 3.0143 -1.1700 4.9017
O 4.4277 0.4201 3.8381
H 4.3995 -0.2809 1.4166
H -8.7946 -1.3852 -1.1680
O 3.2345 0.6990 -1.4636
C 4.5837 -0.1287 0.3569
H 1.7190 -2.0903 -5.3080
H -6.7198 4.2808 1.0474
C -1.1802 -0.7790 0.8523
O -2.3960 -4.3847 -0.5373
H 5.4677 0.5008 0.2280
H -5.7885 3.5078 4.6665
C 3.1151 -3.2011 -4.1112
C 2.4061 2.5696 0.5272
H -1.0061 -7.0998 -0.0635
H 2.3475 2.8831 -3.6854
H -7.4434 4.0793 2.6581
H 1.9389 4.0986 -4.9315
H 2.9614 -3.9769 8.2349
H -0.6016 6.4498 -9.5871
H 4.4850 -4.6789 -4.8208
H 1.2103 3.9817 1.6033
O 0.5774 3.8319 -2.1794
H -1.4385 -6.4671 -2.5991
C -2.2532 -5.5493 -0.8487
H 3.2975 3.0613 0.9255
H 3.7991 -5.4625 8.7439
C -7.9247 -1.2824 1.5229
H 2.0350 3.9625 -8.4267
H -1.7028 6.0204 -8.2578
H 1.7189 5.1724 -9.6917
C -0.1240 2.6675 0.5637
N -1.9971 -0.2195 1.7598
C 4.3275 -0.4589 4.6660
C 2.3701 -1.9290 -4.4467
H 5.6767 -1.9663 5.3639
O 0.9341 0.4449 -2.7394
O -8.1344 0.9529 0.7347
H 0.8689 3.6296 -9.7299
O 5.1733 -2.8358 7.8788
C -0.7032 4.5165 -4.0646
C -2.3709 -5.9991 -2.2797
H 3.4285 -3.9936 -6.0781
H -0.8767 3.4061 0.8412
H -0.3686 5.3355 -4.6987
H -0.1724 -2.4464 0.2545
C 5.4830 -0.9048 5.5168
C 3.4326 0.5857 -0.2827
O -4.4359 4.5505 2.0884
H 3.3667 -4.2487 9.9461
H 2.7042 -1.0422 5.9399
H -3.1648 -6.7417 -2.3728
C 0.4770 3.8817 -3.3921
H 3.1334 -2.2399 4.7234
H -7.9729 -0.8233 2.5071
H 5.2478 -0.7674 6.5709
C 4.0105 -3.7704 -5.1822
O 0.5244 -0.0047 -0.6249
H 1.7785 -1.6443 -3.5838
H -7.0395 -1.2220 -1.1651
H -8.0545 0.1597 -1.6471
N -0.7488 1.3789 0.8610
C -0.9742 5.6340 -8.9657
```

As for the multiplicity: 1. The orbital gap is 7.8 eV. The charge is +1. The HOMO energy is -11.07 eV.

=====

What did we get for total energy? Answer: -7909.682620 -323.503206 -2958.059141 -2393.509163 hartree, in the order shown.